[1]
DFT (ωB97M-V with the def2-TZVPD basis set) results for a molecular structure, C40H53BI2N8O3SSnTe in a non-equilibrium geometry.

Summary:
**Net charge**: 0
**HOMO energy**: -7.45 eV
**2S+1**: 1
**Lowest unoccupied orbital energy**: -0.057 eV
**Electronic energy**: -101241.8027 eV

CARTESIAN COORDINATES (ANGSTROEM)
Sn: -0.0694 -1.1188 -0.4500
C: 1.1046 0.3633 -3.2961
C: 1.9072 1.5234 -2.6472
C: 1.7826 2.7544 -3.5259
C: 1.5083 1.8801 -1.2332
C: 1.9646 2.9941 -0.5164
C: 1.2557 3.0127 0.6658
C: 1.4191 3.9945 1.7921
C: 1.7984 3.2312 3.0756
C: 0.2444 4.9235 2.0547
N: 0.4381 1.9216 0.6717
N: 0.5965 1.2342 -0.5212
B: -0.7708 1.5507 1.5776
N: -0.4470 0.2959 2.4795
N: 0.1809 -0.7683 1.8604
C: 0.4589 -1.6746 2.8115
C: 0.0144 -1.1644 4.0425
C: -0.5462 0.0829 3.8000
C: -1.3377 0.8323 4.8353
C: -1.5511 2.3484 4.7892
C: -2.7242 0.1678 5.0165
C: 1.1243 -3.0280 2.6661
C: 1.7762 -3.2706 1.2892
C: 0.1132 -4.1369 2.9719
N: -1.9950 1.1818 0.6938
N: -1.9493 0.0671 -0.0788
C: -2.9938 0.0790 -0.8763
C: -3.7261 1.2602 -0.6704
C: -3.0982 1.8927 0.3796
C: -3.5249 3.1336 1.1283
C: -4.0804 4.2234 0.2231
C: -4.5881 2.7636 2.1714
C: -3.1685 -1.0044 -1.8908
C: -3.0741 -0.4210 -3.2850
C: -4.4853 -1.7617 -1.6751
H: 1.4177 0.2601 -4.3544
H: 0.0537 0.6335 -3.3137
H: 1.2023 -0.5704 -2.7854
H: 2.9480 1.1706 -2.6134
H: 0.7594 3.1521 -3.5015
H: 2.0372 2.4674 -4.5683
H: 2.4563 3.5789 -3.2797
H: 2.6790 3.7416 -0.8365
H: 2.2956 4.6017 1.5192
H: 1.0124 2.5355 3.3847
H: 1.9668 3.9520 3.8902
H: 2.7046 2.6171 2.9257
H: -0.5997 4.3790 2.4513
H: -0.0576 5.4977 1.1525
H: 0.5337 5.6588 2.7860
H: -0.9997 2.4530 2.2875
H: 0.0519 -1.7018 4.9586
H: -0.7954 0.6459 5.7653
H: -2.2135 2.5936 4.0075
H: -0.6383 2.9319 4.6900
H: -2.0287 2.6773 5.6870
H: -3.3313 0.2894 4.1293
H: -3.1842 0.5996 5.8704
H: -2.6261 -0.9019 5.1741
H: 1.9183 -3.0212 3.4112
H: 1.0256 -3.4352 0.5117
H: 2.4235 -4.1318 1.3432
H: 2.4087 -2.4296 0.9919
H: -0.7714 -4.0237 2.3405
H: -0.1890 -4.1134 4.0220
H: 0.5862 -5.1164 2.7631
H: -4.6423 1.5610 -1.1283
H: -2.6367 3.4769 1.6805
H: -4.9967 3.9001 -0.2290
H: -3.4035 4.5435 -0.5535
H: -4.3041 5.1150 0.8052
H: -5.5040 2.4483 1.7035
H: -4.8393 3.6176 2.7757
H: -4.1924 1.9792 2.7979
H: -2.3312 -1.7137 -1.7847
H: -3.8641 0.3176 -3.4157
H: -3.2118 -1.1876 -4.0211
H: -2.1438 0.0599 -3.4664
H: -5.2885 -1.0419 -1.9467
H: -4.5944 -2.0274 -0.6481
H: -4.5560 -2.6626 -2.3363
I: 2.4497 -6.3122 -3.1299
C: 3.3488 -4.6399 -2.2474
C: 4.6875 -4.9305 -1.8381
C: 5.4493 -4.0463 -1.1336
I: 7.3665 -4.6204 -0.5593
C: 4.9063 -2.7750 -0.8124
C: 5.5716 -1.7900 -0.0286
C: 4.9569 -0.6097 0.2619
C: 3.6486 -0.3996 -0.2518
N: 3.0093 -1.2356 -1.0185
C: 3.6073 -2.4265 -1.2987
C: 2.7889 -3.4101 -2.0138
O: 1.5971 -2.9325 -2.3628
H: 5.0699 -5.9079 -2.0963
H: 6.5823 -2.0048 0.2986
H: 5.4505 0.1658 0.8316
H: 3.1879 0.5739 -0.0673
Te: -0.0977 -3.5931 -3.2034
C: 0.4014 -2.5514 -4.9568
C: -0.4198 -1.6696 -5.6387
C: 0.2176 -1.0567 -6.7600
C: 1.5230 -1.4620 -6.8666
S: 1.9582 -2.6371 -5.6786
H: -1.4051 -1.4385 -5.2721
H: -0.2581 -0.3365 -7.3755
H: 2.2712 -1.1209 -7.5768
O: -0.7023 -4.5319 -0.7977
N: -1.6310 -4.1306 -0.0650
O: -1.6305 -2.9116 0.2853



[2]
DFT (ωB97M-V with the def2-TZVPD basis set) results for 3 unconnected molecules or ions with the total composition C12H15F9O6 in a non-equilibrium geometry.

Summary:
**Net charge**: 0
**SMILES**: CCOC(=O)C(F)(F)F.CCOC(=O)C(F)(F)F.CCOC(=O)C(F)(F)F
**HOMO energy**: -10.99 eV
**2S+1**: 1
**Lowest unoccupied orbital energy**: 0.423 eV
**Electronic energy**: -49424.8034 eV

CARTESIAN COORDINATES (ANGSTROEM)
C: -4.7886 0.2761 2.8217
C: -3.5496 0.9841 3.1197
O: -2.9266 1.4301 1.9107
C: -2.4826 0.5601 0.9267
O: -2.5186 -0.6539 1.0937
C: -1.8036 1.2491 -0.2053
F: -2.4336 2.3531 -0.5513
F: -0.6606 1.6631 0.2357
F: -1.5876 0.4301 -1.3523
H: -5.5916 0.7311 2.2417
H: -5.3446 0.2771 3.6877
H: -4.7996 -0.7109 2.1717
H: -2.9306 0.0811 3.3787
H: -3.7626 1.5611 3.7707
C: 1.3284 -1.0509 0.5847
C: 2.0544 -0.0549 1.4257
O: 1.6904 -0.1239 2.8337
C: 1.6354 0.9861 3.7007
O: 2.0204 2.1821 3.3417
C: 0.9564 0.7311 5.0317
F: 0.6254 -0.5989 5.1997
F: 1.8514 1.1331 6.0047
F: -0.1706 1.4211 5.0027
H: 1.6104 -0.8659 -0.4663
H: 0.1984 -0.9779 0.5617
H: 1.3174 -2.1989 0.7607
H: 1.7564 0.9691 0.9367
H: 3.1544 -0.1359 1.3857
C: 3.9894 -0.1829 -4.4873
C: 2.9934 -0.9349 -3.7443
O: 1.6864 -0.5759 -4.3173
C: 0.6064 -1.3239 -4.0653
O: 0.7134 -2.3179 -3.2793
C: -0.7506 -0.9509 -4.6803
F: -0.5296 -0.3239 -5.8433
F: -1.3426 -2.0259 -4.7993
F: -1.5116 -0.2319 -3.9173
H: 3.8404 0.8151 -4.3903
H: 4.1914 -0.4659 -5.4733
H: 4.9324 -0.4729 -4.0863
H: 2.9764 -0.8119 -2.5883
H: 3.3584 -1.8429 -3.8813



[3]
DFT (ωB97M-V with the def2-TZVPD basis set) results for a molecular structure, C18H23ClO6S5Ti.

Summary:
**Net charge**: -2
**HOMO energy**: -2.36 eV
**2S+1**: 1
**Lowest unoccupied orbital energy**: 4.030 eV
**Electronic energy**: -121144.3895 eV

CARTESIAN COORDINATES (ANGSTROEM)
Ti: -0.2794 2.1817 2.4250
C: 2.8748 0.7167 1.6327
C: 3.3189 2.0918 2.0968
S: 1.9805 2.9665 2.9685
C: 3.9372 1.0126 5.4741
C: 3.1827 -0.0357 5.7642
S: 0.1343 0.0919 3.6946
C: -1.0238 -1.2177 3.1755
C: -2.1820 -0.7423 2.3156
S: -1.6920 0.3522 0.9810
C: -0.6134 -0.6903 -0.0292
C: 0.8377 -0.7051 0.4186
S: 1.3967 0.9904 0.6568
H: 2.5967 0.0959 2.4869
H: 3.6296 0.2166 1.0204
H: 3.6553 2.6867 1.2438
H: 4.1633 1.9899 2.7815
H: 3.5658 2.0221 5.5984
H: 4.9312 0.8960 5.0559
H: 2.1733 0.0805 6.1365
H: 3.5307 -1.0477 5.5895
H: -1.4364 -1.6830 4.0742
H: -0.4676 -1.9984 2.6485
H: -2.8659 -0.1232 2.8947
H: -2.7404 -1.5791 1.8874
H: -0.6738 -0.3136 -1.0523
H: -1.0225 -1.7019 -0.0510
H: 1.4463 -1.1774 -0.3546
H: 0.9726 -1.2173 1.3713
O: -1.6802 4.7045 5.2622
C: -1.4940 3.8593 4.4207
O: -0.3982 3.6766 3.7400
C: -2.5652 2.8256 4.0085
O: -3.6034 2.6535 4.5997
O: -2.1746 2.1771 2.9402
Cl: -2.0525 4.3085 0.5677
C: -0.6545 3.1724 0.5419
H: 0.2351 3.7930 0.4159
H: -0.7647 2.5454 -0.3390
O: -1.9439 -3.6545 -9.3826
C: -2.5541 -3.4084 -8.1799
O: -3.7251 -3.6840 -8.0808
C: -1.7193 -2.8281 -7.1182
C: -2.3115 -2.5502 -5.8782
C: -1.5897 -2.0113 -4.8395
C: -0.2083 -1.7083 -4.9531
S: 0.7124 -1.0585 -3.6643
C: 0.3720 -1.9935 -6.2166
C: -0.3546 -2.5304 -7.2530
H: -1.0230 -3.3813 -9.3180
H: -3.3647 -2.7713 -5.7573
H: -2.0751 -1.8052 -3.8937
H: 1.4244 -1.7752 -6.3464
H: 0.1826 -2.7141 -8.1817